The following is a DFT calculation (ωB97M-V with the def2-TZVPD basis set) of a structure of composition C40H36BrF4KN4P.

Positions of all 87 atoms, in Å:
K1 0.72 -1.17 -0.45
C1 -0.32 -3.16 1.86
C2 0.94 -4.04 1.88
C3 1.46 -4.53 0.50
N1 1.95 -3.40 -0.25
C4 3.06 -3.39 -0.91
C5 3.83 -4.56 -1.24
C6 5.19 -4.72 -1.40
C7 6.22 -3.81 -1.20
C8 6.04 -2.45 -0.91
C9 4.90 -1.68 -0.97
C10 3.56 -2.03 -1.39
N2 2.74 -1.24 -2.01
C11 3.15 0.11 -2.37
C12 2.73 1.21 -1.37
C13 1.27 1.77 -1.45
N3 0.48 1.49 -0.26
C14 0.89 1.96 0.90
C15 1.80 3.03 1.05
C16 2.15 3.80 2.17
C17 1.66 3.82 3.45
C18 0.67 2.94 3.96
C19 0.16 1.82 3.38
C20 0.50 1.17 2.12
N4 0.56 -0.11 1.99
C21 0.57 -1.03 3.10
C22 -0.47 -2.16 3.03
H1 -1.21 -3.80 1.88
H2 -0.40 -2.62 0.92
H3 0.76 -4.92 2.51
H4 1.77 -3.49 2.34
H5 0.65 -5.03 -0.04
H6 2.23 -5.29 0.68
H7 3.23 -5.46 -1.33
H8 5.50 -5.74 -1.64
H9 7.23 -4.18 -1.23
H10 6.94 -1.90 -0.63
H11 5.03 -0.63 -0.74
H12 2.68 0.33 -3.34
H13 4.23 0.18 -2.53
H14 3.43 2.03 -1.50
H15 2.89 0.85 -0.34
H16 0.77 1.29 -2.29
H17 1.31 2.85 -1.69
H18 2.30 3.34 0.14
H19 2.91 4.55 1.96
H20 2.04 4.58 4.13
H21 0.28 3.18 4.95
H22 -0.58 1.28 3.96
H23 0.52 -0.55 4.09
H24 1.56 -1.50 3.07
H25 -1.47 -1.72 2.98
H26 -0.41 -2.71 3.97
F1 -7.42 -1.77 -1.77
C23 -6.23 -1.24 -1.54
C24 -6.11 0.11 -1.26
F2 -7.20 0.88 -1.23
C25 -4.86 0.65 -1.01
F3 -4.83 1.97 -0.78
C26 -3.70 -0.10 -1.01
P1 -1.96 0.60 -0.66
C27 -2.43 1.72 0.72
C28 -2.01 3.04 0.86
C29 -2.38 3.79 1.96
C30 -3.15 3.23 2.97
C31 -3.54 1.90 2.87
C32 -3.17 1.15 1.76
C33 -1.93 1.58 -2.21
C34 -2.36 2.90 -2.38
C35 -2.31 3.50 -3.63
C36 -1.83 2.80 -4.73
C37 -1.41 1.49 -4.58
C38 -1.46 0.89 -3.33
C39 -3.84 -1.45 -1.32
Br1 -2.38 -2.63 -1.48
C40 -5.09 -2.01 -1.58
F4 -5.23 -3.31 -1.87
H27 -1.36 3.47 0.11
H28 -2.03 4.81 2.05
H29 -3.43 3.82 3.83
H30 -4.12 1.44 3.66
H31 -3.47 0.11 1.70
H32 -2.76 3.45 -1.54
H33 -2.64 4.53 -3.74
H34 -1.79 3.28 -5.70
H35 -1.04 0.93 -5.43
H36 -1.11 -0.13 -3.22

Its charge is -1. The HOMO-LUMO gap comes out at 5.51 eV. The calculation puts the relative energy (zero: lowest compared OMol25 entry of this formula, charge and spin) at 0.0 kJ/mol.



The following is a DFT calculation (ωB97M-V with the def2-TZVPD basis set) of the molecule C2H5NO2 at a distorted geometry.

Positions of all 10 atoms, in Å:
O1 -1.21 -1.23 0.22
C1 -0.48 -0.08 0.04
O2 -1.23 1.02 -0.28
C2 1.15 0.16 -0.43
N1 0.61 0.05 0.89
H1 -1.88 -1.30 -0.48
H2 -1.02 1.74 0.34
H3 1.36 -0.55 -1.21
H4 1.86 0.96 -0.52
H5 0.85 -0.78 1.43

Its charge is 0. The SMILES is OC1(O)CN1. The HOMO-LUMO gap comes out at 9.21 eV. The calculation puts the relative energy (zero: lowest compared OMol25 entry of this formula, charge and spin) at 336.9 kJ/mol.



The following is a DFT calculation (ωB97M-V with the def2-TZVPD basis set) of a structure of composition C4H8ClFN2 at a distorted geometry.

Positions of all 16 atoms, in Å:
C1 0.53 -0.85 -0.58
C2 -0.31 -0.88 0.68
C3 -1.11 0.30 0.13
C4 0.14 0.63 -0.63
H1 2.39 -0.37 -0.09
H2 2.30 -1.23 -1.45
H3 -0.04 -1.35 -1.44
H4 0.34 -0.56 1.59
H5 -0.84 -1.81 1.02
H6 -1.81 -0.01 -0.63
H7 -2.16 0.95 1.79
H8 -0.88 2.15 1.34
N1 1.90 -1.19 -0.54
N2 -1.67 1.37 0.95
F1 1.03 1.43 0.10
Cl1 0.19 1.42 -2.24

Its charge is 0. The HOMO-LUMO gap comes out at 10.43 eV. The calculation puts the relative energy (zero: lowest compared OMol25 entry of this formula, charge and spin) at 76.5 kJ/mol.



The following is a DFT calculation (ωB97M-V with the def2-TZVPD basis set) of a structure of composition C6H8N2O2 at a distorted geometry.

Positions of all 18 atoms, in Å:
O1 0.07 -0.41 -2.15
C1 0.41 0.13 -1.12
N1 -2.61 -0.50 0.25
C2 -1.44 -0.73 0.91
C3 -0.31 -0.05 0.55
C4 1.11 -0.05 1.07
C5 1.75 -0.13 -0.36
C6 2.36 -1.43 -0.65
N2 2.74 -2.51 -0.81
H1 -3.23 0.23 0.58
H2 -1.55 -1.09 1.93
H3 -0.85 1.65 0.08
H4 1.40 0.89 1.56
H5 1.35 -0.90 1.72
H6 2.47 0.67 -0.55
H7 -2.61 -0.67 -0.75
O2 -0.77 2.04 -1.15
H8 -0.28 2.87 -1.14

Its charge is 0. The HOMO-LUMO gap comes out at 8.87 eV. The calculation puts the relative energy (zero: lowest compared OMol25 entry of this formula, charge and spin) at 571.7 kJ/mol.



The following is a DFT calculation (ωB97M-V with the def2-TZVPD basis set) of a structure of composition C14H21OV at a distorted geometry.

Positions of all 37 atoms, in Å:
C1 -0.22 0.39 -1.82
C2 0.34 1.80 -2.05
C3 0.54 -0.65 -2.61
C4 -1.68 0.40 -2.21
H1 0.33 -0.50 -3.68
H2 0.24 -1.68 -2.38
H3 1.62 -0.57 -2.48
H4 0.06 2.11 -3.06
H5 1.43 1.84 -1.98
H6 -0.10 2.51 -1.35
H7 -1.76 0.81 -3.23
H8 -2.27 1.05 -1.55
H9 -2.12 -0.59 -2.21
C5 1.62 -0.32 2.06
C6 2.13 -0.96 0.88
C7 2.34 0.05 -0.12
H10 2.47 -1.99 0.76
C8 1.88 1.32 0.44
C9 1.38 1.06 1.76
H11 1.00 1.84 2.43
H12 1.56 -0.75 3.06
H13 2.83 -0.09 -1.08
H14 2.01 2.29 -0.02
C10 -1.65 -0.68 1.78
C11 -0.66 -1.65 2.11
C12 -0.33 -2.38 0.92
H15 -0.32 -1.88 3.12
C13 -1.22 -1.94 -0.13
C14 -2.04 -0.87 0.42
H16 -2.86 -0.35 -0.06
H17 -2.16 0.00 2.47
H18 0.36 -3.22 0.83
H19 -1.35 -2.44 -1.08
V1 0.09 -0.18 0.13
O1 -1.00 1.84 3.03
H20 -0.97 1.73 4.00
H21 -1.52 2.64 2.87

Its multiplicity is 2. Its charge is +1. The HOMO-LUMO gap (alpha / beta) comes out at 7.74 / 8.10 eV.



The following is a DFT calculation (ωB97M-V with the def2-TZVPD basis set) of a structure of composition C33H35F5MgN4P2 at a distorted geometry.

Positions of all 80 atoms, in Å:
Mg1 0.17 1.75 0.75
C1 -1.63 1.87 -3.90
C2 -1.74 0.53 -3.78
C3 -0.87 -0.48 -4.43
C4 0.64 -0.14 -4.42
C5 1.17 0.63 -3.23
C6 0.99 1.93 -2.96
C7 0.67 2.88 -4.08
C8 -0.65 2.55 -4.79
C9 1.25 1.79 2.89
H1 -2.38 2.54 -3.48
H2 -2.67 0.10 -3.45
H3 -1.18 -0.66 -5.48
H4 -1.04 -1.45 -3.92
H5 1.16 -1.11 -4.46
H6 0.89 0.37 -5.38
H7 2.00 0.08 -2.78
H8 1.26 2.39 -2.04
H9 1.46 2.86 -4.83
H10 0.61 3.91 -3.71
H11 -1.12 3.48 -5.14
H12 -0.46 1.94 -5.68
H13 0.67 2.35 3.64
H14 2.19 2.35 2.77
H15 1.57 0.89 3.45
P1 1.77 -0.26 0.69
P2 -1.32 -1.20 0.95
N1 2.99 0.81 -0.08
N2 2.92 -1.47 1.26
N3 -2.10 0.27 0.20
N4 -2.80 -2.14 1.06
C10 0.95 -1.11 -0.69
C11 -0.37 -1.91 -0.44
C12 3.05 2.19 0.16
C13 4.12 2.72 -0.54
C14 4.70 1.65 -1.31
C15 3.99 0.50 -1.01
C16 3.83 -1.24 2.30
C17 4.57 -2.40 2.52
C18 4.12 -3.38 1.58
C19 3.11 -2.79 0.83
C20 -2.05 1.62 0.72
C21 -2.67 2.43 -0.24
C22 -3.14 1.62 -1.28
C23 -2.74 0.31 -1.01
C24 -3.94 -2.24 0.26
C25 -4.95 -2.90 0.96
C26 -4.40 -3.21 2.26
C27 -3.11 -2.73 2.30
H16 1.70 -1.72 -1.20
H17 0.65 -0.31 -1.39
H18 -1.00 -1.86 -1.35
H19 -0.14 -2.98 -0.27
H20 2.41 2.66 0.89
H21 4.45 3.75 -0.51
H22 5.55 1.76 -1.98
H23 4.13 -0.52 -1.36
H24 3.85 -0.27 2.77
H25 5.37 -2.51 3.26
H26 4.49 -4.39 1.47
H27 2.53 -3.19 0.01
H28 -1.95 1.77 1.80
H29 -2.78 3.51 -0.17
H30 -3.73 1.94 -2.12
H31 -2.91 -0.59 -1.60
H32 -3.96 -1.86 -0.74
H33 -5.93 -3.13 0.59
H34 -4.90 -3.74 3.07
H35 -2.36 -2.77 3.07
F1 0.71 -1.62 3.22
C28 -0.30 -0.90 3.85
C29 -0.81 0.25 3.30
C30 -1.81 0.87 4.04
F2 -2.38 2.08 3.68
C31 -2.30 0.34 5.24
F3 -3.26 0.99 5.92
C32 -1.76 -0.82 5.78
F4 -2.15 -1.27 6.99
C33 -0.75 -1.44 5.07
F5 -0.16 -2.54 5.61

Its charge is 0. The HOMO-LUMO gap comes out at 5.37 eV.



The following is a DFT calculation (ωB97M-V with the def2-TZVPD basis set) of the ion C3H8NO2 with charge +1 at a distorted geometry.

Positions of all 14 atoms, in Å:
N1 -0.02 1.27 1.72
C1 -0.51 0.10 0.75
C2 0.49 -0.15 -0.41
C3 -0.05 -1.11 -1.47
O1 -1.23 -1.19 -1.71
O2 0.87 -1.60 -2.33
H1 -0.07 2.22 1.10
H2 0.96 1.18 2.12
H3 -0.74 1.45 2.51
H4 -1.55 0.33 0.30
H5 -0.76 -0.76 1.38
H6 1.48 -0.48 -0.01
H7 0.75 0.79 -0.85
H8 0.40 -2.06 -3.09

Its charge is +1. The SMILES is [NH3+]CCC(=O)O. The HOMO-LUMO gap comes out at 10.22 eV. The calculation puts the relative energy (zero: lowest compared OMol25 entry of this formula, charge and spin) at 125.3 kJ/mol.



The following is a DFT calculation (ωB97M-V with the def2-TZVPD basis set) of a structure of composition C34H48B2CaF8O30 at a distorted geometry.

Positions of all 123 atoms, in Å:
Ca1 -2.17 -0.12 0.81
B1 -0.01 -0.52 -0.65
F1 -0.68 -1.68 -0.18
F2 -1.02 0.30 -1.13
F3 0.52 0.08 0.46
F4 0.93 -0.84 -1.62
B2 -4.17 -0.94 -0.95
F5 -4.14 -1.28 0.40
F6 -3.87 0.43 -0.93
F7 -3.14 -1.62 -1.62
F8 -5.39 -1.13 -1.57
C1 1.51 3.49 0.55
C2 2.89 4.06 0.04
O1 2.57 4.44 -1.32
C3 1.29 4.21 -1.59
O2 0.74 4.36 -2.66
O3 0.71 3.60 -0.59
H1 1.10 4.14 1.34
H2 1.42 2.53 1.05
H3 3.61 3.26 -0.06
H4 3.26 4.85 0.68
C4 -3.33 -4.63 3.92
C5 -2.55 -4.03 5.09
O4 -1.67 -3.14 4.42
C6 -2.15 -2.83 3.21
O5 -1.75 -1.96 2.49
O6 -3.21 -3.61 2.93
H5 -4.39 -4.78 4.10
H6 -2.84 -5.54 3.58
H7 -1.92 -4.70 5.67
H8 -3.16 -3.50 5.83
C7 -2.17 3.11 -2.34
C8 -1.90 3.51 -3.81
O7 -3.25 3.65 -4.27
C9 -4.12 3.79 -3.26
O8 -5.28 4.02 -3.37
O9 -3.48 3.61 -2.08
H9 -1.44 3.51 -1.65
H10 -2.17 2.02 -2.20
H11 -1.52 2.61 -4.29
H12 -1.27 4.38 -3.96
C10 -0.60 -2.93 -3.84
C11 -0.30 -4.44 -3.64
O10 0.25 -4.81 -4.88
C12 -0.04 -3.91 -5.81
O11 0.21 -4.03 -6.97
O12 -0.65 -2.84 -5.24
H13 0.23 -2.46 -3.31
H14 -1.55 -2.73 -3.35
H15 -1.26 -4.94 -3.45
H16 0.31 -4.77 -2.80
C13 4.84 -1.75 -3.55
C14 3.39 -1.99 -3.10
O13 3.32 -3.43 -3.13
C15 4.56 -3.92 -2.97
O14 4.80 -5.06 -2.70
O15 5.46 -2.93 -3.06
H17 5.33 -0.93 -3.02
H18 4.95 -1.67 -4.63
H19 2.68 -1.61 -3.84
H20 3.10 -1.63 -2.12
C16 2.68 2.15 -4.15
C17 1.66 1.22 -3.48
O16 1.04 0.61 -4.58
C18 1.87 0.65 -5.66
O17 1.72 0.04 -6.66
O18 2.89 1.50 -5.42
H21 3.64 2.03 -3.65
H22 2.41 3.20 -4.23
H23 1.00 1.80 -2.84
H24 2.28 0.58 -2.85
C19 -4.99 4.88 3.27
C20 -4.41 4.62 1.90
C21 -3.19 5.43 1.39
O19 -2.31 4.47 0.85
C22 -2.78 3.24 1.09
O20 -2.29 2.27 0.57
O21 -3.77 3.31 1.96
H25 -4.27 5.16 4.04
H26 -5.49 3.97 3.58
H27 -5.70 5.70 3.20
H28 -5.21 4.54 1.15
H29 -2.70 5.94 2.22
H30 -3.46 6.12 0.59
C23 2.01 -4.73 -0.38
C24 0.67 -4.46 0.28
C25 -0.13 -5.69 0.71
O22 0.11 -5.77 2.10
C26 0.66 -4.64 2.56
O23 0.94 -4.38 3.68
O24 0.90 -3.78 1.53
H31 2.58 -5.45 0.22
H32 2.63 -3.86 -0.58
H33 1.84 -5.28 -1.31
H34 0.12 -3.78 -0.36
H35 0.23 -6.60 0.22
H36 -1.20 -5.57 0.51
C27 -1.51 4.26 5.24
C28 -0.32 3.31 5.02
C29 -0.32 2.10 5.94
O25 -0.55 1.03 5.02
C30 -0.54 1.45 3.76
O26 -0.72 0.80 2.77
O27 -0.33 2.79 3.70
H37 -2.44 3.69 5.27
H38 -1.52 4.91 4.37
H39 -1.37 4.87 6.13
H40 0.57 3.91 5.21
H41 -1.14 2.21 6.65
H42 0.66 1.88 6.37
C31 3.91 -2.37 2.00
C32 3.17 -1.26 1.27
C33 3.06 0.10 1.97
O28 3.52 1.06 1.02
C34 3.95 0.43 -0.07
O29 4.30 0.94 -1.10
O30 3.98 -0.90 0.13
H43 4.15 -3.19 1.34
H44 3.28 -2.71 2.83
H45 4.84 -2.03 2.48
H46 2.19 -1.61 0.93
H47 3.71 0.11 2.85
H48 2.08 0.41 2.34

Its charge is 0. The HOMO-LUMO gap comes out at 9.47 eV.